A single C4H9O2P molecule. Source: the Open Molecules 2025 dataset; level of theory: ωB97M-V with the def2-TZVPD basis set.

Bonds (Å) are listed after each position.
Atoms and positions in Å:
1 H -2.81851 2.09989 1.59095  P2 1.362
2 P -1.82085 1.99012 0.67083  H1 1.362, C3 1.688
3 C -1.26854 0.42270 0.96739  P2 1.688, C4 1.505, H9 1.037
4 C 0.00298 0.07607 0.24001  C3 1.505, O5 1.411, O7 1.406, H10 1.134
5 O 0.89014 -0.51513 1.16457  C4 1.411, C6 1.445
6 C 2.28478 -0.65210 0.81362  O5 1.445, H11 1.070, H12 1.031, H13 1.039
7 O -0.12338 -0.87510 -0.78701  C4 1.406, C8 1.389
8 C -0.82611 -0.36127 -1.86901  O7 1.389, H14 1.045, H15 1.190, H16 1.194
9 H -1.84036 -0.20732 1.55962  C3 1.037
10 H 0.52801 1.02409 -0.09256  C4 1.134
11 H 2.66499 -1.21759 1.63875  C6 1.070
12 H 2.81252 0.16819 0.48007  C6 1.031
13 H 2.32005 -1.42731 0.12243  C6 1.039
14 H -1.55464 -1.06172 -2.13295  C8 1.045
15 H -0.03275 -0.20373 -2.74186  C8 1.190
16 H -1.21835 0.74020 -1.62487  C8 1.194

Properties
- lowest unoccupied orbital energy (eV) = -0.104
- HOMO level (eV) = -9.74
- relative energy (zero: lowest compared OMol25 entry of this formula, charge and spin) (kcal/mol) = 110.7
- E_tot (eV) = -17674.2177